1.
Entry from the Open Molecules 2025 dataset: C4H9NO2 as an isolated structure (ωB97M-V/def2-TZVPD).

Calculated values
Calculated total energy   -362.88456 Ha
Highest occupied orbital energy (spin up / spin down)   -9.0 / -9.0 eV
Relative energy (zero: lowest compared OMol25 entry of this formula, charge and spin)   5.4689 eV

```
16
C4H9NO2 ωB97M-V/def2-TZVPD
C -1.89268 0.40535 1.12897
C -1.72570 -0.64410 0.15498
N -0.67857 -0.63359 -0.74173
C 0.56207 -0.41046 -0.21438
O 0.86743 -0.33127 0.97293
O 1.47149 -0.29735 -1.20025
C 2.80046 -0.02778 -0.78525
H -1.01280 0.80667 1.62173
H -1.59334 1.59362 -0.33123
H -2.85936 0.54700 1.61088
H -1.53656 -1.33411 1.04662
H -2.66724 -0.96362 -0.29678
H -1.16816 1.16379 -0.87322
H 3.37725 0.06512 -1.70638
H 2.85540 0.90207 -0.21255
H 3.20032 -0.84134 -0.17432
```

Quick look at the Mulliken charges, all values in e: -0.754, -0.078, -0.589, 0.847, -0.656, -0.341, -0.617, 0.339, 0.055, 0.322, 0.249, 0.384, 0.068, 0.216, 0.283, 0.273

2.
Entry from the Open Molecules 2025 dataset: a 2-piece molecular cluster, C4H9NO2 overall in a non-equilibrium geometry (ωB97M-V/def2-TZVPD).

Calculated values
Calculated total energy   -362.96505 Ha
Highest occupied orbital energy   -8.8 eV
Relative energy (zero: lowest compared OMol25 entry of this formula, charge and spin)   3.2786 eV

```
16
C4H9NO2 ωB97M-V/def2-TZVPD
O 1.15894 -0.10504 1.22551
C 0.72040 0.94952 1.90857
O 1.20054 1.47382 2.88954
C -0.67974 1.44574 1.42823
H -1.11828 2.10038 2.16167
H -0.58904 1.96403 0.45755
H -1.45691 0.63269 1.40238
C -1.05248 -1.07318 -1.51349
C 1.39649 -0.87113 -1.28387
N 0.22175 -0.43378 -1.08056
H -1.54148 -0.41979 -2.22024
H -1.67071 -1.26318 -0.64310
H -0.89118 -1.98572 -2.06503
H 1.53867 -1.83664 -1.72222
H 2.30634 -0.29670 -1.00015
H 0.45670 -0.28101 0.05518
```

Quick look at the Mulliken charges, all values in e: -0.743, 0.662, -0.613, -0.897, 0.317, 0.251, 0.219, -0.779, -0.189, -0.079, 0.290, 0.283, 0.336, 0.254, 0.247, 0.441

3.
Entry from the Open Molecules 2025 dataset: C4H9NO2 in the gas phase (ωB97M-V/def2-TZVPD).

Calculated values
Calculated total energy   -362.90554 Ha
Highest occupied orbital energy   -8.8 eV
SMILES   C=C(C)N(O)OC
Relative energy (zero: lowest compared OMol25 entry of this formula, charge and spin)   4.8980 eV

```
16
C4H9NO2 ωB97M-V/def2-TZVPD
C 1.94785 0.72614 -1.31017
O 1.21284 0.13618 -0.24841
C -1.41592 0.01507 1.72865
C -0.80401 -0.37318 0.61517
N -0.13193 0.55492 -0.26083
O -0.15539 1.84513 0.30380
C -0.79839 -1.78523 0.08670
H 2.43420 -0.07077 -1.88621
H 1.28297 1.29258 -1.96868
H 2.70980 1.39709 -0.89515
H -1.38800 1.04702 2.05504
H -1.95101 -0.71165 2.33215
H -0.54236 2.37420 -0.40642
H -1.82258 -2.14759 -0.04070
H -0.28144 -2.46009 0.77572
H -0.29664 -1.83982 -0.88067
```

Quick look at the Mulliken charges, all values in e: -0.600, -0.213, -0.878, 0.583, 0.053, -0.467, -1.104, 0.252, 0.289, 0.227, 0.304, 0.281, 0.365, 0.339, 0.269, 0.302

4.
Entry from the Open Molecules 2025 dataset: C4H9NO2 in the gas phase (ωB97M-V/def2-TZVPD).

Calculated values
Calculated total energy   -362.98389 Ha
Highest occupied orbital energy   -9.2 eV
SMILES   C/N=C\OCCO
Relative energy (zero: lowest compared OMol25 entry of this formula, charge and spin)   2.7658 eV

```
16
C4H9NO2 ωB97M-V/def2-TZVPD
C 0.78715 1.91388 -1.18472
N -0.42806 1.82662 -0.42796
C -1.22475 1.02493 0.10554
O -1.32573 -0.31588 0.35429
C -0.58759 -1.40765 -0.19131
C 0.47396 -1.83237 0.81508
O 1.54758 -0.90573 0.82868
H 1.33958 2.81075 -0.83105
H 1.47169 1.04434 -1.18750
H 0.46262 2.13676 -2.21664
H -2.13913 1.43773 0.54525
H -1.33990 -2.19859 -0.32210
H -0.14104 -1.16908 -1.16870
H -0.00365 -1.92976 1.81313
H 0.89573 -2.82110 0.56171
H 1.20113 -0.05355 1.12891
```

Quick look at the Mulliken charges, all values in e: -0.665, -0.402, 0.027, -0.371, -0.345, -0.415, -0.530, 0.259, 0.279, 0.289, 0.359, 0.315, 0.271, 0.275, 0.337, 0.317

5.
Entry from the Open Molecules 2025 dataset: C4H9NO2 in the gas phase in a non-equilibrium geometry (ωB97M-V/def2-TZVPD).

Calculated values
Calculated total energy   -363.00225 Ha
Highest occupied orbital energy   -9.2 eV
SMILES   C[C@@H](O)[C@H](N)C=O
Relative energy (zero: lowest compared OMol25 entry of this formula, charge and spin)   2.2662 eV

```
16
C4H9NO2 ωB97M-V/def2-TZVPD
O 1.46665 -0.17635 -1.91713
C 1.08454 0.65140 -1.13466
C 0.63925 0.40992 0.32449
C -0.39549 -0.70072 0.28243
C -0.74630 -1.22616 1.69174
O -1.54451 -0.45972 -0.51789
N -0.03834 1.57214 0.87834
H 1.36527 1.71577 -1.35007
H 1.50843 -0.14460 0.69848
H 0.02746 -1.61117 -0.16728
H -1.34101 -2.13995 1.58843
H 0.11668 -1.52272 2.28602
H -1.30275 -0.48424 2.26853
H -2.31658 -0.74939 -0.04354
H 0.52305 2.39816 0.83258
H -0.96103 1.63121 0.46467
```

Quick look at the Mulliken charges, all values in e: -0.462, -0.146, 0.316, 0.004, -1.521, -0.540, -0.621, 0.302, 0.304, 0.317, 0.431, 0.380, 0.397, 0.335, 0.252, 0.251

6.
Entry from the Open Molecules 2025 dataset: C4H9NO2 in the gas phase in a non-equilibrium geometry (ωB97M-V/def2-TZVPD).

Calculated values
Calculated total energy   -363.03687 Ha
Highest occupied orbital energy   -9.8 eV
SMILES   CC(=O)NCCO
Relative energy (zero: lowest compared OMol25 entry of this formula, charge and spin)   1.3243 eV

```
16
C4H9NO2 ωB97M-V/def2-TZVPD
C -0.22538 -1.42058 1.94409
C -0.02347 0.05202 1.65134
N 0.35704 0.54340 0.43839
C 0.16273 -0.19477 -0.82926
C -0.32519 0.73684 -1.90406
O 0.75698 1.49879 -2.51624
O -0.08193 0.83975 2.58872
H -1.27252 -1.58527 2.20463
H 0.30864 -1.55081 2.87992
H 0.01559 -2.04387 1.08871
H 0.11781 1.52175 0.33682
H -0.49156 -1.05632 -0.70772
H 1.10285 -0.66374 -1.13734
H -0.70380 0.16609 -2.74977
H -1.03632 1.45856 -1.49957
H 1.33852 1.69816 -1.78869
```

Quick look at the Mulliken charges, all values in e: -0.887, 0.466, -0.153, -0.509, -0.597, -0.509, -0.636, 0.245, 0.308, 0.337, 0.292, 0.389, 0.291, 0.299, 0.333, 0.332

7.
Entry from the Open Molecules 2025 dataset: C4H9NO2 in the gas phase in a non-equilibrium geometry (ωB97M-V/def2-TZVPD).

Calculated values
Calculated total energy   -362.98263 Ha
Highest occupied orbital energy   -9.7 eV
SMILES   CNC(=O)CCO
Relative energy (zero: lowest compared OMol25 entry of this formula, charge and spin)   2.8001 eV

```
16
C4H9NO2 ωB97M-V/def2-TZVPD
C 0.03228 0.66759 0.57799
C -0.06235 0.42823 2.13238
O -0.22716 1.66454 2.83793
C 0.40909 -0.54482 -0.20400
N -0.03359 -0.06569 -1.50846
C 0.07291 -0.99983 -2.68207
O 0.69353 -1.58639 0.37917
H -0.88649 1.14152 0.25691
H 0.87639 1.40775 0.38563
H 0.95360 -0.04329 2.30043
H -0.86782 -0.28395 2.13747
H -0.69891 1.32647 3.70018
H -0.72102 0.75198 -1.50014
H 1.07352 -0.88079 -3.10463
H 0.03914 -2.04862 -2.22572
H -0.65312 -0.93470 -3.48307
```

Quick look at the Mulliken charges, all values in e: -0.716, -0.456, -0.507, 0.616, -0.187, -0.819, -0.581, 0.337, 0.304, 0.232, 0.306, 0.346, 0.266, 0.264, 0.260, 0.336

8.
Entry from the Open Molecules 2025 dataset: C4H9NO2 in the gas phase in a non-equilibrium geometry (ωB97M-V/def2-TZVPD).

Calculated values
Calculated total energy   -362.93380 Ha
Highest occupied orbital energy   -9.4 eV
SMILES   C/N=C\OCCO
Relative energy (zero: lowest compared OMol25 entry of this formula, charge and spin)   4.1290 eV

```
16
C4H9NO2 ωB97M-V/def2-TZVPD
C -1.69431 0.45752 1.50899
N -1.25566 -0.92333 1.31834
C -0.34372 -1.55070 0.81000
O 1.05952 -1.16539 -0.09885
C 0.71532 -0.53595 -1.31150
C 1.14874 0.92877 -1.21381
O 0.95310 1.36089 0.11530
H -0.99028 1.15505 1.05050
H -2.69714 0.57477 1.07672
H -1.78674 0.65254 2.58614
H 0.08398 -2.49182 0.55111
H 1.17404 -1.01357 -2.19475
H -0.37345 -0.60589 -1.44274
H 2.21041 1.02925 -1.48602
H 0.55449 1.55931 -1.88085
H 1.24172 0.56856 0.61142
```

Quick look at the Mulliken charges, all values in e: -0.609, -0.348, 0.140, -0.622, -0.318, -0.430, -0.595, 0.309, 0.259, 0.280, 0.415, 0.322, 0.279, 0.280, 0.310, 0.327